[1]
119
Properties=species:S:1:pos:R:3:forces:R:3 method="wB97M-V/def2-TZVPD" homo_lumo_gap_ev=8.8 e_homo_ha=-0.3809 lumo_energy_ev=-1.5722 charge=+1
In -0.75522 -0.53272 0.80325 -0.2 -0.4 -0.2
C 0.40121 -3.70166 2.46091 -0.1 0.0 0.0
C 0.15049 -2.53582 3.34812 0.0 0.1 0.1
C 0.32941 -2.46066 4.72812 -0.1 0.2 -0.1
C -0.03497 -1.17257 5.08349 0.1 -0.3 -0.1
C -0.01768 -0.55894 6.43550 -0.1 0.1 0.0
N -0.40165 -0.53178 3.96023 0.2 0.0 0.7
N -0.28683 -1.35579 2.90528 0.0 -0.1 -0.7
B -0.91804 0.89693 3.79399 0.0 -0.3 -0.4
N 0.00558 1.68757 2.85263 0.2 0.5 0.7
N 0.09448 1.44344 1.53033 -0.1 -0.6 -0.8
C 0.82647 2.41255 0.98158 0.0 0.3 0.1
C 1.07991 2.54312 -0.47233 0.0 -0.1 0.0
C 1.23400 3.29453 1.97908 -0.2 -0.3 0.1
C 0.68737 2.80764 3.15388 0.2 0.2 -0.3
C 0.80736 3.40056 4.51275 -0.1 -0.1 0.1
N -2.32425 0.84941 3.17274 -0.3 0.4 0.6
N -2.57433 0.32798 1.95630 0.1 -0.4 -0.7
C -3.88221 0.43653 1.72395 -0.1 0.1 0.3
C -4.56512 -0.05819 0.49660 0.2 -0.1 0.0
C -4.48881 1.04696 2.82068 0.2 0.0 0.0
C -3.46802 1.29547 3.72067 -0.4 0.0 -0.2
C -3.58211 1.92554 5.06157 0.2 0.0 0.0
H 1.04708 -4.41417 2.96844 0.1 0.0 0.0
H -0.53636 -4.19892 2.21053 0.0 0.0 -0.1
H 0.87381 -3.37349 1.53784 0.1 -0.1 -0.1
H 0.68613 -3.23095 5.38263 0.0 -0.1 0.1
H 0.35662 -1.28200 7.15477 0.0 0.0 0.0
H 0.62482 0.31896 6.44922 0.0 0.1 0.1
H -1.01501 -0.24889 6.74059 -0.1 0.0 0.1
H -0.95194 1.43635 4.83869 -0.1 0.1 0.3
H 0.74505 1.64634 -0.98377 0.1 0.2 -0.2
H 0.55254 3.41093 -0.87084 0.0 0.0 0.0
H 2.14231 2.69640 -0.64750 0.0 0.0 -0.1
H 1.85262 4.15984 1.86180 0.1 0.2 0.0
H 1.46238 4.26757 4.46871 0.0 0.0 0.0
H -0.16381 3.71891 4.89099 0.0 0.0 0.0
H 1.22271 2.68321 5.21769 0.0 0.0 0.1
H -3.84244 -0.30865 -0.27815 -0.1 -0.1 -0.1
H -5.15010 -0.94541 0.73667 0.0 -0.1 -0.1
H -5.26386 0.69068 0.12705 0.0 0.0 -0.1
H -5.52922 1.26990 2.94698 -0.2 0.1 0.0
H -4.62013 2.18259 5.25472 0.0 0.0 0.0
H -3.24345 1.24035 5.83599 0.0 0.0 0.1
H -2.98469 2.83361 5.12153 0.0 0.0 0.1
C 4.99507 -3.99548 -1.82578 -0.1 0.0 -0.1
C 3.94956 -4.10860 -2.89498 -0.1 0.0 0.1
C 4.16799 -4.86946 -4.03300 -0.1 0.1 0.0
C 3.21265 -4.96629 -5.02957 -0.1 0.0 -0.1
C 2.02120 -4.27367 -4.90594 0.1 -0.1 0.0
C 1.78000 -3.50446 -3.78181 0.0 0.1 0.0
C 2.72784 -3.43424 -2.76357 0.0 -0.3 -0.4
N 2.53270 -2.64308 -1.61879 0.2 0.1 0.2
C 1.35564 -2.26760 -1.01400 0.4 -0.4 -0.1
N 0.35365 -3.15144 -1.22737 0.4 -0.3 -0.4
C -0.90857 -3.37369 -0.66262 -0.9 -0.2 0.3
C -1.55780 -2.46698 0.16183 0.7 1.0 0.1
C -2.74165 -2.84185 0.77247 -0.2 -0.2 0.0
C -3.32489 -4.06851 0.51593 -0.2 0.0 0.1
C -2.70497 -4.94479 -0.35818 0.0 0.1 0.1
C -1.49281 -4.62673 -0.94653 0.2 0.0 -0.1
C -0.82831 -5.63585 -1.84439 -0.1 0.1 0.1
N 1.31366 -1.19232 -0.27553 -0.9 0.2 0.4
C 2.45938 -0.35719 -0.34166 0.5 0.3 -0.1
C 2.80857 0.21874 -1.56527 0.1 0.0 0.1
C 3.93680 1.00642 -1.68834 0.0 -0.1 0.0
C 4.73878 1.23497 -0.58110 0.0 0.0 0.0
C 4.38914 0.68175 0.63649 0.1 0.0 -0.1
C 3.26270 -0.12087 0.77912 -0.2 -0.1 0.0
C 2.94565 -0.73485 2.10702 -0.1 0.1 0.0
H 5.83705 -4.64386 -2.04990 0.1 0.0 0.0
H 4.59199 -4.27659 -0.85332 0.0 0.0 0.1
H 5.36821 -2.97235 -1.75265 0.1 0.1 0.1
H 5.10468 -5.39457 -4.13955 0.1 -0.1 0.0
H 3.40150 -5.56960 -5.90282 0.0 -0.1 -0.1
H 1.28231 -4.31673 -5.68884 -0.1 0.0 -0.1
H 0.86358 -2.93503 -3.71049 0.0 0.0 0.0
H 3.35972 -2.16963 -1.28327 -0.2 0.1 0.0
H 0.68043 -3.96135 -1.74390 0.0 0.2 0.1
H -3.19562 -2.16938 1.48513 -0.1 0.0 0.1
H -4.25007 -4.34990 0.99858 -0.1 0.0 0.0
H -3.15764 -5.90433 -0.56394 0.0 -0.1 -0.1
H -1.45785 -6.51759 -1.92267 0.0 -0.1 -0.1
H 0.13413 -5.96222 -1.44738 0.1 0.0 0.0
H -0.68014 -5.24485 -2.85140 0.1 0.0 -0.1
H 2.17480 0.04468 -2.42472 -0.1 0.0 -0.1
H 4.18803 1.44303 -2.64063 0.0 0.1 -0.2
H 5.63069 1.83542 -0.66646 0.1 0.1 0.0
H 5.01858 0.85106 1.49756 0.0 0.0 0.1
H 3.63051 -0.36777 2.86847 0.0 0.0 0.0
H 3.02044 -1.82177 2.06783 -0.1 -0.1 0.0
H 1.92783 -0.48113 2.39614 0.0 -0.1 0.2
C -2.83092 2.65928 -0.46469 0.1 0.0 0.1
C -2.16646 1.79613 -1.47018 -0.1 0.2 0.2
N -1.48522 0.70071 -1.21111 0.0 0.0 0.7
C -1.07520 0.19516 -2.40880 0.0 0.0 -0.5
C -1.51742 0.99731 -3.41048 0.2 -0.3 -0.1
N -2.21494 2.01265 -2.80690 0.1 -0.1 0.2
C -2.91140 3.06853 -3.50445 -0.4 0.2 -0.2
N -2.04003 4.02829 -4.11757 0.4 0.4 0.3
N -2.06302 4.17135 -5.46415 -0.7 -0.9 -0.4
N -1.35249 5.14395 -5.82124 0.3 0.4 -0.8
C -0.79552 5.72720 -4.72015 -0.2 -0.4 1.3
C 0.03240 6.84016 -4.57979 -0.1 -0.2 0.0
C 0.41984 7.17381 -3.30341 0.1 0.2 -0.1
C 0.00906 6.43069 -2.18949 -0.1 -0.1 0.1
C -0.82871 5.34221 -2.30419 0.0 0.0 0.2
C -1.23646 5.00019 -3.58610 0.2 0.4 -0.7
H -2.40388 2.44307 0.51058 0.0 0.1 0.1
H -3.89899 2.45356 -0.43222 -0.1 0.0 0.1
H -2.70358 3.71568 -0.68521 0.0 0.1 0.0
H -0.49241 -0.70188 -2.45421 0.1 -0.2 -0.1
H -1.40667 0.94565 -4.47210 0.0 0.0 -0.3
H -3.58988 3.56626 -2.80118 0.2 -0.2 -0.2
H -3.49081 2.63730 -4.33036 0.1 0.1 0.3
H 0.33714 7.40508 -5.44492 0.1 0.1 -0.1
H 1.05163 8.03516 -3.14531 0.1 0.0 0.0
H 0.35577 6.72378 -1.21024 0.0 0.0 0.1
H -1.14907 4.79594 -1.43225 0.0 0.0 0.1

[2]
119
Properties=species:S:1:pos:R:3:forces:R:3 method="wB97M-V/def2-TZVPD" homo_lumo_gap_ev="2.4 / 1.3" relative_energy_ev=1.5769 spin_multiplicity=8 e_homo_ha="-0.1289 / -0.0956" lumo_energy_ev="-1.1380 / -1.2717"
Eu -0.85086 -1.30529 -0.53260 0.7 -1.2 0.2
C -1.72977 -2.79286 -6.51350 0.1 -1.3 1.8
C -1.45309 -3.83965 -5.55745 1.2 2.3 -2.0
C -0.16665 -3.47457 -4.91946 1.2 2.8 -0.8
C 0.15391 -2.13587 -5.32375 0.1 -3.1 1.5
C -0.77652 -1.77982 -6.31328 -0.8 1.2 -2.0
C -0.70417 -0.41876 -7.04572 -0.6 -0.2 1.7
C 1.39269 -1.37112 -5.00357 -0.9 1.8 -1.0
C 0.74332 -4.42361 -4.20213 -0.8 -0.3 1.8
C -2.13928 -5.12689 -5.44565 1.8 -0.6 -0.6
C -2.82957 -2.78189 -7.49719 -0.1 -0.8 -0.5
H 0.31434 -0.08260 -7.31058 -0.4 -0.5 0.0
H -1.00690 0.25013 -6.18678 0.1 -0.1 -1.0
H -1.42114 -0.27734 -7.88256 0.6 -0.2 0.6
H 2.00168 -2.01733 -4.44595 1.0 -0.4 1.2
H 1.22950 -0.32868 -4.50188 0.3 -2.1 -0.8
H 1.90745 -1.23351 -5.97514 0.0 0.3 0.4
H 0.02652 -5.09663 -3.64615 1.1 0.4 -0.1
H 1.45521 -3.95710 -3.45913 -1.0 -0.3 -0.7
H 1.36539 -5.08561 -4.81084 -0.2 0.2 -0.4
H -1.49223 -5.83473 -4.87153 -0.8 0.2 -0.7
H -2.45313 -5.46040 -6.43778 0.6 -0.5 -0.2
H -3.06534 -5.02389 -5.00278 -2.0 0.2 1.6
H -2.66542 -1.98311 -8.19623 0.2 0.1 -0.8
H -3.79546 -2.55925 -7.10783 -0.9 0.2 0.8
H -2.96303 -3.76405 -8.00992 0.3 0.7 0.0
O -1.69546 -0.60590 -2.81841 -0.6 1.7 0.1
C -1.49988 0.59427 -2.44197 1.4 -1.6 1.3
O -0.80157 0.84798 -1.38113 -1.5 1.3 -1.1
C -1.97554 1.75062 -3.22884 0.2 0.6 -0.2
C -3.06634 1.57957 -4.03157 -1.7 -3.1 -1.3
C -3.53219 2.51859 -4.91977 0.5 1.9 0.5
C -2.84739 3.76067 -4.90704 0.6 -1.2 -0.2
C -1.62977 3.92819 -4.24465 -0.3 0.2 0.3
C -1.25024 2.94107 -3.31516 0.0 0.3 -0.3
P 0.26255 3.06088 -2.36014 2.2 -1.4 -0.1
C 1.18143 4.19328 -3.43724 0.4 2.0 -1.0
C 2.09703 3.79637 -4.45990 -0.8 0.6 1.0
C 2.74344 4.73429 -5.29153 1.7 -0.5 0.8
C 2.54633 6.05971 -5.00495 -0.4 1.5 -0.4
C 1.58145 6.46900 -4.08816 -0.1 -0.7 0.2
C 0.89803 5.59512 -3.29469 0.9 -2.7 -0.5
C -0.09919 4.05873 -0.88037 0.3 -0.2 -1.4
C 0.97473 4.67385 -0.21654 -0.5 1.0 0.8
C 0.60816 5.47258 0.89625 0.8 -0.9 -0.3
C -0.69144 5.52261 1.38572 0.1 0.3 0.3
C -1.70392 4.96849 0.62818 -1.8 -0.7 0.0
C -1.43453 4.21379 -0.51239 0.0 0.5 0.0
H -3.49008 0.52109 -4.06059 0.4 1.5 0.2
H -4.38125 2.39164 -5.60166 0.3 -0.2 0.5
H -3.19393 4.55154 -5.50995 -0.4 0.8 -0.8
H -0.95682 4.81355 -4.44793 -1.2 -1.1 0.4
H 2.35928 2.76261 -4.51126 0.0 -0.6 -0.2
H 3.66512 4.50840 -5.91200 -1.6 -0.3 0.5
H 3.11738 6.86921 -5.47802 -0.2 -0.6 -0.1
H 1.30953 7.45920 -3.93679 0.1 2.0 -0.1
H 0.18220 5.83499 -2.52732 -0.1 0.7 -0.1
H 2.05471 4.62861 -0.56209 -1.6 -0.1 0.4
H 1.35963 6.02518 1.43729 0.3 -0.1 0.1
H -0.87228 5.97369 2.37951 -0.1 0.0 -0.9
H -2.78066 5.06821 0.89623 1.0 0.0 0.1
H -2.25616 3.81761 -1.16562 0.9 0.3 0.9
C -4.60635 -4.57499 -0.98664 0.1 1.1 -1.5
O -4.96205 -3.29778 -0.41830 0.1 0.7 0.6
C -3.94770 -2.50608 -0.07499 4.1 -0.8 -2.0
O -2.73413 -2.88115 -0.22009 -3.7 0.9 0.9
N -4.29806 -1.23259 0.22432 -1.6 -0.5 -0.1
N -3.30191 -0.28272 0.55013 -0.9 0.7 0.4
H -5.48929 -5.11752 -0.82336 -1.0 -1.1 0.1
H -3.75509 -4.99535 -0.50573 0.6 -0.3 0.3
H -4.43895 -4.47456 -2.09965 0.0 0.0 1.3
H -5.31383 -1.09408 0.36423 1.1 0.3 0.0
H -3.26970 -0.28429 1.57032 0.5 0.3 -0.1
H -3.58384 0.69105 0.24892 0.3 -1.7 0.1
F -1.58478 -0.17319 6.48968 -0.5 0.3 0.2
C -0.46958 -0.51465 5.81646 3.1 -2.0 0.0
C -0.55310 -1.04393 4.54177 -0.7 1.3 1.7
C 0.59407 -1.53308 3.89571 0.8 -1.6 -2.1
C 0.58920 -1.76058 2.46396 0.7 1.3 1.0
O -0.27418 -1.09643 1.79922 -0.2 -0.7 -0.4
C 1.78107 -2.42559 1.88638 -0.4 0.0 1.9
C 2.80382 -2.74055 2.72817 -0.7 -0.3 -0.7
N 2.81847 -2.49228 4.08247 0.0 0.1 0.2
C 3.91840 -2.90961 4.95083 -1.9 0.4 -1.3
C 5.08898 -2.07786 5.04795 3.0 0.5 0.3
C 5.16583 -3.40444 4.28140 -0.4 -0.9 2.4
C 1.76655 -1.77624 4.61935 -0.3 1.1 1.7
C 1.87802 -1.15300 5.88439 0.7 -0.7 -0.1
C 0.80850 -0.57982 6.57599 -4.3 0.7 -1.9
N 0.69391 -0.07142 7.88998 2.4 -0.9 0.6
C 1.20250 -0.79704 9.06920 -1.2 0.9 -0.9
C 2.05442 0.13152 9.94073 2.3 -0.3 0.6
N 1.29432 1.38415 10.33036 -0.7 -0.8 -1.6
C 0.98159 2.07292 9.00101 -2.8 1.2 0.8
C 0.12856 1.20664 8.12890 -1.1 -1.0 -0.8
C 1.74235 -2.78689 0.44849 -1.0 0.8 -1.9
O 2.65976 -2.48325 -0.34088 0.9 -0.2 0.6
O 0.60712 -3.18818 0.03592 0.2 -0.4 0.4
H -1.52068 -1.16192 4.08987 -0.1 0.2 -0.3
H 3.62153 -3.29968 2.33772 0.4 -0.2 -0.2
H 3.62012 -3.28269 5.92392 -0.5 -0.6 -0.3
H 5.66789 -2.17525 5.98536 -0.5 0.6 -0.4
H 5.25158 -1.14123 4.50662 -0.4 -0.4 0.1
H 5.52088 -4.26584 4.91328 0.3 0.9 -1.4
H 5.20995 -3.41595 3.21315 0.3 -0.2 -0.1
H 2.86118 -1.04268 6.26603 0.9 -0.1 0.6
H 1.76455 -1.68376 8.69106 -0.4 0.7 0.6
H 0.31525 -1.09519 9.70939 0.8 -0.2 -0.4
H 3.00486 0.53560 9.45137 -1.4 -0.7 0.2
H 2.43256 -0.37104 10.86114 -0.6 0.3 -0.5
H 1.86651 2.03924 10.81324 0.7 0.3 0.9
H 0.45846 1.18000 10.91551 0.4 0.1 -0.7
H 1.91971 2.25619 8.51838 0.5 0.4 0.0
H 0.33102 2.98283 9.22473 1.4 -0.7 -0.1
H -0.10338 1.68003 7.17206 0.7 0.3 0.0
H -0.90907 1.03428 8.44105 -0.1 0.5 1.1
O 1.29266 -0.73089 -1.96281 0.9 -1.9 0.4
H 1.54589 0.15479 -1.72047 0.2 0.5 0.2
H 1.99375 -1.38878 -1.62340 -0.9 1.1 -0.2